DFT (wB97M-V/def2-TZVPD) results for a structure of composition C15H9Cl2CuNS2.

Structure (XYZ):
```
30
Properties=species:S:1:pos:R:3:forces:R:3
Cu -0.383066 -1.465510 -0.656023 -0.1 0.0 -0.1
Cl -0.854352 1.196749 -0.441634 -0.1 0.1 0.0
C -2.201272 1.412853 -1.519135 0.0 -0.1 0.0
C -2.711048 2.692011 -1.653196 0.0 0.0 0.0
C -3.783805 2.928190 -2.496737 0.0 0.0 0.0
C -4.331199 1.865468 -3.197674 0.0 0.0 0.0
C -3.803353 0.597394 -3.045954 0.0 -0.1 0.0
Cl -4.557650 -0.678072 -3.968631 0.0 0.0 0.0
C -2.714010 0.293200 -2.204105 0.0 0.1 0.0
S -2.109684 -1.324808 -2.068400 0.1 -0.1 0.0
H -2.254145 3.493037 -1.087793 0.0 0.0 0.0
H -4.188039 3.925583 -2.606914 0.0 0.0 0.0
H -5.169044 2.003122 -3.867190 0.0 0.0 0.0
S 3.004620 -3.280459 1.763460 0.0 0.0 0.0
C 2.172472 -4.418163 0.807060 -0.1 0.0 0.0
C 1.169958 -3.827549 0.103153 -0.1 -0.1 -0.1
C 1.010310 -2.411140 0.293589 0.3 0.2 0.3
C 1.966746 -1.982514 1.192130 0.0 -0.2 -0.1
C 2.228691 -0.639882 1.718700 0.0 0.1 0.1
C 3.265977 -0.399885 2.641660 -0.1 0.0 0.0
C 3.482312 0.875452 3.114677 0.0 0.0 0.0
C 2.667741 1.909625 2.669806 0.0 0.0 0.0
C 1.673491 1.588321 1.764239 0.0 0.0 0.0
N 1.451917 0.363988 1.298521 0.0 0.0 0.0
H 2.454705 -5.459804 0.805017 0.0 0.0 0.0
H 0.533966 -4.400834 -0.560192 0.0 0.0 0.0
H 3.895599 -1.209727 2.983119 0.0 0.0 0.0
H 4.279338 1.062411 3.824440 0.0 0.0 0.0
H 2.792371 2.929674 3.007636 0.0 0.0 0.0
H 1.010453 2.361270 1.386371 0.0 0.0 0.0
```
Positions in Å, forces in eV/Å.

- total charge = -1
- DFT total energy (eV) = -108548.579
- highest occupied orbital energy (eV) = -4.197

Löwdin population analysis, charges in e, atoms 1 to 4: atom 1 (Cu): 0.05, atom 2 (Cl): 0.72, atom 3 (C): -0.64, atom 4 (C): -0.14